Model i:
Density functional theory data (the ωB97M-V functional and the def2-TZVPD basis) for a cluster of 2 separate species, C6H10O4 in total.

LUMO: -0.26 eV
HOMO-LUMO gap: 9.33 eV

Positions of all 20 atoms, in Å:
C -1.71 -1.87 -0.81
O 1.73 -0.57 -1.37
H -0.36 2.47 1.83
C 1.27 0.06 -0.09
H -2.81 -1.58 -0.70
H 1.04 2.19 -0.40
H 1.74 1.23 3.14
H 0.72 -2.31 -0.76
C 0.56 -1.13 -0.85
H -0.03 0.67 2.19
O -0.61 1.53 -0.54
H -1.86 -2.63 -1.67
C 0.58 1.35 0.15
O -1.55 0.52 -0.65
C -0.81 -0.58 -1.30
H -1.16 -2.32 0.09
H -0.76 -0.61 -2.30
H 2.10 -0.09 0.47
O 1.58 1.97 2.04
C 0.33 1.69 1.56

Model ii:
Density functional theory data (the ωB97M-V functional and the def2-TZVPD basis) for a structure of composition C6H10O4.

LUMO: 0.21 eV
HOMO-LUMO gap: 9.99 eV

Positions of all 20 atoms, in Å:
H -2.99 -0.07 0.41
O -1.45 -1.49 0.81
H -0.81 -2.54 0.96
H 1.70 -0.46 1.50
C -1.28 0.45 -0.49
H 0.96 0.80 -1.34
H -1.13 0.81 -1.56
O 0.63 2.19 0.32
H -0.53 0.83 1.59
H 0.75 -2.30 0.22
H 0.81 -1.45 -1.48
C 0.61 -1.32 -0.38
O -2.72 0.63 -0.30
O 2.89 -0.57 -0.22
H 3.43 0.40 -0.25
C -0.30 1.12 0.47
C -0.89 -0.96 -0.41
C 1.59 -0.33 0.38
C 1.00 0.92 -0.18
H -1.28 -1.48 -1.28

Model iii:
Density functional theory data (the ωB97M-V functional and the def2-TZVPD basis) for the molecule C6H10O4.

LUMO: 0.65 eV
HOMO-LUMO gap: 10.18 eV
SMILES: O[C@@H]1[C@H](O)[C@@H]2O[C@H]2C[C@H]1O

Positions of all 20 atoms, in Å:
O 2.25 -0.54 -0.21
O -2.06 -0.49 -1.07
C 0.07 1.29 0.77
H 2.79 0.33 -0.37
O 0.70 2.28 -0.03
C -1.40 -0.64 0.15
C -1.39 0.78 0.93
O 0.55 -1.68 1.07
H -2.06 1.44 0.46
H 1.50 -1.57 0.96
H -0.28 -2.10 -0.76
C 0.35 0.99 -0.65
H 1.08 -0.61 -1.98
H -0.52 1.20 -1.31
H -2.90 0.21 -0.83
H 0.78 0.91 1.57
H -1.92 -1.33 0.85
H -1.69 0.50 1.98
C 1.00 -0.36 -0.86
C -0.02 -1.30 -0.11

In eV, relative to the most stable structure: model i 5.378; model ii 1.411; model iii 0.000.

Model i:
Density functional theory data (the ωB97M-V functional and the def2-TZVPD basis) for the molecule C2H6O3S.

LUMO: 0.49 eV
HOMO-LUMO gap: 9.06 eV
SMILES: CSC(O)(O)O

Positions of all 12 atoms, in Å:
H -1.71 -1.95 -0.66
H 2.18 1.00 0.35
C -0.71 -1.81 -0.76
H -0.43 1.95 1.74
H -0.10 -2.73 -0.79
H -0.49 -1.25 -1.66
O -0.85 1.26 1.19
S 0.18 -1.20 0.72
C 0.26 0.76 0.56
H -0.03 1.83 -0.96
O 1.47 1.19 1.09
O 0.22 0.95 -0.83

Model ii:
Density functional theory data (the ωB97M-V functional and the def2-TZVPD basis) for a cluster of 2 separate species, C2H6O3S in total.

LUMO: 0.13 eV
HOMO-LUMO gap: 9.57 eV
SMILES: O=C(O)CS.O

Positions of all 12 atoms, in Å:
S 1.14 0.32 0.75
H -0.49 1.99 0.18
C -0.75 0.42 -1.26
H -0.66 -1.08 0.15
H 1.95 -0.02 -0.27
O -0.28 -1.66 1.37
H 0.29 -2.36 1.75
H 0.80 1.91 -1.05
O -1.27 0.86 -2.29
C 0.17 1.30 -0.37
O -0.91 -0.85 -0.78
H 0.02 -0.83 1.81

In eV, relative to the most stable structure: model i 0.000; model ii 0.342.

Model i:
Density functional theory data (the ωB97M-V functional and the def2-TZVPD basis) for a cluster of 2 separate species, C3H7NO3S in total.

LUMO: 6.05 eV
HOMO-LUMO gap: 5.87 eV
Charge: -2

Positions of all 15 atoms, in Å:
H 0.72 -1.18 2.31
H 1.00 -1.93 1.03
H -1.67 0.66 -1.40
C -0.82 0.46 -0.69
H 0.86 1.26 -1.47
N 0.56 0.42 -1.14
H -0.65 2.23 0.36
O 2.50 -0.57 -1.83
O 0.95 -1.74 -0.65
O 1.06 -2.00 1.92
H -0.80 0.96 1.62
C -1.10 1.26 0.64
H -1.08 -0.63 -0.42
S -2.91 1.51 0.88
C 1.37 -0.70 -1.16

Model ii:
Density functional theory data (the ωB97M-V functional and the def2-TZVPD basis) for a cluster of 2 separate species, C3H7NO3S in total.

LUMO: 6.08 eV
HOMO-LUMO gap: 5.84 eV
Charge: -2

Positions of all 15 atoms, in Å:
H 0.73 -0.98 1.74
C 1.55 -0.28 1.50
C -0.61 0.11 -1.18
H 2.43 -0.81 1.13
O -3.32 -1.14 -1.38
N 0.72 0.43 -0.73
H 1.51 -0.10 -1.08
O -0.71 -0.53 -2.25
H 1.73 1.64 0.65
S 2.24 0.36 3.12
H -2.68 -0.91 -2.06
C 0.98 0.85 0.62
H -3.11 -0.60 -0.62
H 0.08 1.29 1.05
O -1.53 0.68 -0.52

In eV, relative to the most stable structure: model i 0.876; model ii 0.000.

Model i:
Density functional theory data (the ωB97M-V functional and the def2-TZVPD basis) for the ion C2H5N2O2 with charge +1.

LUMO: -6.93 eV
HOMO-LUMO gap: 9.85 eV
SMILES: CC(=[NH2+])[N+](=O)[O-]
Charge: +1

Positions of all 11 atoms, in Å:
O -2.10 -0.84 -0.50
H 1.93 0.85 -0.03
N 0.29 -1.44 0.36
H 0.50 1.77 0.38
C 0.00 -0.13 0.03
H -0.25 -2.23 0.64
C 0.92 0.95 -0.28
N -1.49 0.15 -0.12
H 0.76 1.31 -1.27
H 1.32 -1.57 0.57
O -1.89 1.18 0.22

Model ii:
Density functional theory data (the ωB97M-V functional and the def2-TZVPD basis) for a structure of composition C2H5N2O2.

LUMO: -6.39 eV
HOMO-LUMO gap: 9.75 eV
Charge: +1

Positions of all 11 atoms, in Å:
N -0.76 -0.61 -0.03
H 0.89 -1.87 -0.74
O -1.91 -1.06 0.04
N -0.42 0.60 0.20
H -2.09 1.51 0.15
O -1.20 1.68 -0.03
C 0.60 -1.07 0.00
H 1.68 0.96 0.53
H 0.91 -1.29 1.03
H 1.30 0.69 -1.10
C 1.01 0.45 -0.05

In eV, relative to the most stable structure: model i 0.000; model ii 1.695.